{
  "formula": "C47H55CsF3NOPS2SbSi",
  "method": "the ωB97M-V functional and the def2-TZVPD basis",
  "symbols": ["Cs", "C", "C", "C", "P", "C", "C", "C", "C", "C", "C", "C", "C", "C", "C", "N", "C", "C", "C", "C", "C", "C", "C", "C", "C", "H", "H", "H", "H", "H", "H", "H", "H", "H", "H", "H", "H", "H", "H", "H", "H", "H", "H", "H", "H", "H", "H", "H", "H", "H", "H", "H", "H", "H", "H", "H", "F", "C", "C", "C", "C", "C", "C", "Sb", "C", "C", "C", "C", "F", "C", "C", "C", "C", "C", "C", "F", "C", "C", "H", "H", "H", "H", "H", "H", "H", "H", "H", "H", "H", "H", "C", "Si", "C", "C", "C", "C", "H", "H", "H", "H", "H", "H", "H", "H", "H", "C", "O", "C", "S", "S", "H", "H", "H"],
  "coordinates": [[0.729235, -1.453681, 0.459281], [-0.698543, -4.584529, 3.902064], [-1.659373, -3.408902, 4.006054], [-2.903675, -3.654331, 3.156122], [-0.872673, -1.817212, 3.441289], [0.561567, -1.634554, 4.620404], [0.302260, -1.796382, 6.114046], [1.236075, -0.290478, 4.357888], [-2.107714, -0.600147, 4.001110], [-2.708822, -0.663127, 5.251234], [-3.699016, 0.209113, 5.675841], [-4.341583, 0.083197, 7.027109], [-4.092149, 1.191432, 4.764670], [-3.537203, 1.290382, 3.515608], [-2.518730, 0.396795, 3.059133], [-1.965699, 0.488641, 1.853301], [-2.572024, 1.363827, 0.968948], [-3.737737, 0.987417, 0.268231], [-4.316678, -0.376365, 0.494257], [-4.334817, 1.876277, -0.607550], [-3.808423, 3.142225, -0.843522], [-4.436766, 4.063052, -1.849033], [-2.656532, 3.502878, -0.159265], [-2.039762, 2.643499, 0.740312], [-0.856443, 3.094125, 1.543572], [-1.204810, -5.508922, 4.188731], [0.181019, -4.470012, 4.531344], [-0.326072, -4.706599, 2.882697], [-1.977226, -3.300226, 5.051010], [-2.626029, -3.816543, 2.111664], [-3.588737, -2.809806, 3.194103], [-3.433893, -4.545668, 3.500628], [1.253382, -2.426358, 4.299324], [-0.256966, -0.949596, 6.510454], [1.253341, -1.849001, 6.648901], [-0.248597, -2.705187, 6.341102], [0.542574, 0.532958, 4.538802], [1.597491, -0.200960, 3.331516], [2.099243, -0.164970, 5.016138], [-2.400039, -1.441461, 5.936454], [-3.751744, -0.564870, 7.676918], [-5.347987, -0.341921, 6.971671], [-4.429983, 1.052668, 7.524317], [-4.861854, 1.902784, 5.051670], [-3.871127, 2.071928, 2.846097], [-3.534578, -1.133847, 0.439104], [-5.090568, -0.599626, -0.240081], [-4.749759, -0.459181, 1.491970], [-5.231939, 1.568318, -1.132417], [-5.525378, 4.015839, -1.803299], [-4.139887, 3.802169, -2.865941], [-4.131787, 5.093782, -1.678492], [-2.223068, 4.482268, -0.326594], [-0.377134, 3.955015, 1.081390], [-0.135523, 2.282820, 1.647772], [-1.161868, 3.369232, 2.555811], [-1.182317, 7.324438, -3.169632], [-0.807353, 6.025361, -2.931436], [0.224137, 5.778974, -2.047494], [0.583108, 4.458820, -1.818819], [-0.055898, 3.388542, -2.441003], [-1.080580, 3.696881, -3.327834], [-1.468099, 5.006616, -3.584744], [0.763001, 1.349166, -1.935635], [2.323783, 1.910491, -3.321177], [2.048094, 2.308299, -4.621405], [3.059865, 2.694497, -5.490840], [4.356093, 2.700825, -5.021603], [5.364052, 3.091671, -5.863396], [4.673426, 2.325820, -3.732360], [3.645222, 1.920246, -2.895931], [-0.683979, 0.448638, -3.217696], [-2.017578, 0.594702, -2.860816], [-3.030675, 0.033812, -3.624440], [-2.677298, -0.674826, -4.753975], [-3.666461, -1.229098, -5.526893], [-1.362946, -0.850496, -5.137222], [-0.366088, -0.287419, -4.352780], [0.722277, 6.602530, -1.557408], [1.397074, 4.268218, -1.125342], [-1.615463, 2.899937, -3.834419], [-2.270566, 5.239407, -4.270189], [1.024749, 2.326584, -4.972521], [2.854075, 2.994486, -6.508405], [5.703550, 2.339206, -3.406046], [3.889944, 1.574301, -1.902090], [-2.288135, 1.159549, -1.983230], [-4.067038, 0.138079, -3.344371], [-1.134853, -1.425764, -6.022120], [0.672516, -0.444058, -4.613140], [4.826141, -1.439825, -5.206898], [4.606486, -2.029691, -3.431734], [6.093644, -1.446990, -2.436336], [4.567795, -3.908131, -3.400351], [3.075921, -1.339947, -2.747636], [2.038811, -0.847506, -2.312571], [5.663216, -1.942973, -5.687502], [5.009661, -0.370505, -5.231997], [3.931912, -1.630305, -5.791092], [7.024523, -1.721368, -2.934999], [6.095053, -1.886071, -1.442218], [6.077054, -0.367507, -2.324718], [5.481174, -4.328345, -3.822322], [3.722838, -4.290216, -3.966048], [4.467540, -4.263338, -2.379582], [5.692246, -5.887095, 1.398176], [4.631687, -4.966973, 1.362975], [3.792964, -4.950071, 2.416195], [3.999199, -6.053350, 3.661750], [2.516673, -3.861664, 2.221295], [6.231573, -5.727030, 0.466824], [5.318665, -6.913468, 1.460074], [6.340317, -5.704242, 2.261259]],
  "forces_ev_per_angstrom": [[-0.013, -0.074, -0.011], [0.037, -0.003, -0.075], [-0.058, 0.123, 0.166], [0.035, -0.036, -0.011], [-0.193, -0.260, 0.424], [0.104, -0.123, -0.050], [0.021, 0.049, -0.071], [0.038, 0.027, -0.034], [0.142, -0.060, -0.143], [-0.032, 0.017, 0.066], [-0.006, -0.003, -0.002], [-0.012, 0.012, 0.078], [-0.068, 0.003, 0.119], [-0.093, 0.052, -0.020], [0.053, 0.006, 0.188], [0.258, -0.244, -0.268], [-0.021, 0.152, -0.225], [0.144, -0.053, 0.060], [0.016, -0.024, 0.019], [0.021, 0.106, -0.032], [0.034, -0.022, -0.012], [-0.069, 0.026, 0.001], [-0.058, -0.030, -0.074], [-0.040, -0.049, 0.056], [0.069, -0.089, -0.029], [-0.034, -0.082, 0.028], [0.072, 0.001, 0.055], [-0.007, 0.006, 0.002], [0.014, -0.027, -0.082], [0.015, 0.004, -0.034], [-0.076, 0.095, 0.008], [-0.025, -0.050, 0.015], [-0.086, 0.087, 0.032], [-0.058, 0.072, 0.019], [0.064, 0.009, 0.031], [-0.086, -0.151, 0.040], [-0.048, 0.058, 0.016], [-0.014, -0.020, -0.029], [0.028, 0.018, 0.018], [0.030, -0.099, 0.084], [0.015, -0.029, 0.033], [-0.064, -0.022, 0.009], [-0.009, 0.029, 0.028], [-0.039, 0.041, 0.022], [-0.043, 0.051, -0.011], [0.047, -0.058, -0.011], [-0.052, -0.016, -0.044], [-0.037, -0.012, 0.095], [-0.128, -0.025, -0.078], [-0.077, 0.003, 0.005], [0.028, -0.024, -0.098], [0.027, 0.095, -0.004], [0.042, 0.104, -0.049], [0.056, 0.096, -0.051], [0.038, 0.001, -0.014], [-0.016, -0.011, 0.064], [0.091, -0.317, 0.055], [-0.052, 0.171, -0.050], [-0.148, 0.102, -0.101], [0.029, -0.034, 0.064], [0.016, -0.162, 0.118], [-0.102, -0.083, -0.054], [0.062, 0.203, 0.051], [0.164, 0.520, -0.253], [-0.130, -0.088, 0.066], [-0.041, 0.029, 0.013], [0.155, 0.029, -0.047], [0.135, 0.057, -0.141], [-0.229, -0.086, 0.185], [0.078, 0.056, -0.132], [0.046, -0.012, 0.002], [0.149, -0.030, 0.039], [0.007, -0.051, -0.109], [-0.045, -0.136, -0.149], [-0.228, -0.086, -0.140], [0.292, 0.161, 0.240], [-0.126, -0.001, -0.011], [0.033, -0.015, 0.012], [0.041, 0.076, 0.044], [0.036, -0.020, 0.049], [0.018, 0.036, -0.014], [-0.062, 0.026, -0.047], [-0.088, 0.008, -0.031], [-0.012, 0.017, -0.059], [0.067, -0.003, 0.018], [0.032, -0.034, 0.131], [-0.080, 0.124, 0.209], [-0.140, 0.016, 0.027], [0.023, -0.047, -0.074], [0.060, -0.013, -0.018], [0.018, -0.134, 0.225], [-0.013, 0.033, 0.044], [-0.083, -0.151, -0.178], [0.080, 0.210, -0.071], [0.096, -0.276, 0.010], [-0.017, 0.127, -0.120], [0.149, -0.072, -0.078], [0.031, 0.252, 0.015], [-0.203, -0.073, -0.113], [0.090, -0.037, -0.026], [-0.031, -0.075, 0.153], [-0.017, 0.237, 0.000], [0.099, -0.043, -0.043], [-0.152, -0.046, -0.115], [-0.021, -0.058, 0.222], [0.447, -0.238, -0.138], [0.135, 0.250, -0.106], [-0.663, -0.296, -0.113], [-0.048, 0.107, 0.367], [-0.004, 0.246, 0.154], [0.095, -0.027, -0.057], [0.099, 0.093, -0.012], [-0.030, -0.083, -0.131]],
  "lowdin_charge": [0.6293, -0.1392, -0.5848, -0.1327, 0.9783, -0.5712, -0.1206, -0.1327, -0.3129, -0.0909, -0.3185, -0.0883, -0.0787, -0.0344, -0.3512, 0.0348, -0.2804, -0.2301, -0.0391, -0.0510, -0.2946, -0.0650, -0.0261, -0.2199, -0.0441, 0.0713, 0.0590, 0.0487, 0.0840, 0.0707, 0.0614, 0.0689, 0.0421, 0.0660, 0.0732, 0.0583, 0.0741, 0.0424, 0.0727, 0.0847, 0.0632, 0.0637, 0.0628, 0.0999, 0.1041, 0.0753, 0.0678, 0.0757, 0.1085, 0.0679, 0.0631, 0.0703, 0.1100, 0.0614, 0.0632, 0.0809, 0.0097, -0.2859, -0.0323, -0.1518, -0.3501, -0.1256, -0.0368, 1.3663, -0.3724, -0.1078, -0.0199, -0.2908, 0.0154, -0.0320, -0.1356, -0.3846, -0.1273, -0.0057, -0.2741, 0.0156, -0.0178, -0.1131, 0.1072, 0.0918, 0.0899, 0.1094, 0.0970, 0.1093, 0.1107, 0.0975, 0.0785, 0.1114, 0.1099, 0.0893, -0.1817, 0.4037, -0.1816, -0.1872, -0.2677, -0.3893, 0.0183, 0.0097, 0.0221, 0.0218, 0.0273, 0.0092, 0.0201, 0.0224, 0.0249, -0.1933, -0.2788, -1.4080, 0.4795, 0.4308, 0.0792, 0.0591, 0.0632],
  "e_tot_ha": -3941.211317,
  "multiplicity": 1,
  "homo_ev": -1.9,
  "charge": -2,
  "relative_energy_kj_mol": 0.00
}